[1]
This record from the Open Molecules 2025 dataset describes a single C4H2O2 molecule. The level of theory is wB97M-V/def2-TZVPD.

Structure (XYZ):
```
8
C4H2O2 wB97M-V/def2-TZVPD
O -0.3376 -2.4025 0.0154
C -0.3962 -1.2276 -0.2503
C -0.2634 1.7889 0.4504
O -0.9346 2.6651 0.8188
C 0.6783 0.9463 0.0819
C 0.8023 -0.3311 -0.2466
H -1.3487 -0.7031 -0.4670
H 1.7719 -0.7967 -0.4135
```

- frontier orbital gap (eV) = 8.101
- largest force on an atom (eV/A) = 0.8
- SMILES string = O=C=C=CC=O


[2]
This record from the Open Molecules 2025 dataset describes a molecular structure, BrClMnO4. The level of theory is wB97M-V/def2-TZVPD.

Structure (XYZ):
```
7
BrClMnO4 wB97M-V/def2-TZVPD
Mn -1.1274 2.1432 0.7862
Br -1.9651 0.4787 2.9172
Cl 0.6243 -0.5692 -0.6532
O 0.6247 -1.3799 0.5195
O 1.9628 -0.3652 -1.3001
O -0.1799 -1.0525 -1.7387
O 0.0607 0.7450 -0.5310
```

- total charge = -1
- frontier orbital gap (spin up / spin down) (eV) = 7.190 / 8.416
- multiplicity = 7
- expectation value of S² = 12.00
- largest force on an atom (eV/A) = 6.2


[3]
This record from the Open Molecules 2025 dataset describes 14 unconnected molecules or ions with the total composition C4H37NO13S2. The level of theory is wB97M-V/def2-TZVPD.

Structure (XYZ):
```
57
C4H37NO13S2 wB97M-V/def2-TZVPD
N 0.8409 1.0844 1.4524
C 0.6315 -0.1782 2.2195
C 2.0330 -0.5143 2.7224
C 0.0218 -1.3337 1.4768
S -1.5525 -0.7486 0.8120
S -2.2097 -1.6817 -0.7852
C -3.2717 -3.1736 -0.4451
H 0.0201 1.4569 0.9433
H 1.5978 1.0262 0.7798
H 0.0756 0.1327 3.1298
H 2.7838 -0.6260 1.8897
H 2.1513 -1.4398 3.3078
H 2.4363 0.3704 3.1985
H -0.1274 -2.1344 2.2261
H 0.7336 -1.7468 0.6865
H -3.2435 -3.4197 0.6283
H -4.2863 -2.8674 -0.7126
H -2.8085 -3.9371 -1.0716
H 1.0585 3.5837 -3.5658
H 0.0893 2.3646 -3.5187
O 0.3900 3.1137 -4.0750
H -2.2009 2.3009 0.7985
H -2.6762 2.7307 -0.5845
O -2.0648 2.9835 0.1337
H 2.5584 -3.8610 -0.1989
H 2.5711 -3.3350 -1.5473
O 3.1788 -3.4175 -0.7940
H -0.1099 4.0739 -0.6687
H 0.7919 3.3606 0.3243
O 0.6031 3.4269 -0.6190
H -0.0907 1.2763 -1.2604
H 1.2092 1.6501 -1.9616
O 0.3264 1.2898 -2.1306
H 0.0972 -0.4431 -2.7869
H 0.2243 -1.6240 -3.6320
O 0.2329 -1.4091 -2.6849
H 0.3095 -4.0903 1.8667
H -1.1252 -4.3855 1.9343
O -0.2780 -4.7370 2.2848
H 3.6860 0.4955 -3.4730
H 4.2835 1.5181 -2.4505
O 3.4570 1.1996 -2.8554
H 3.0793 0.0895 -1.3032
H 1.8291 -0.3897 -0.8395
O 2.6665 -0.0785 -0.4323
H -0.0249 -4.7434 -0.1135
H 0.2924 -3.7313 -1.3637
O 0.5148 -4.0358 -0.4767
H 1.8762 4.7601 2.0668
H 0.8191 4.5524 3.2138
O 1.1256 5.1567 2.5183
H -4.9188 2.2727 -0.2877
H -4.5918 1.2317 -1.4319
O -4.2240 1.7739 -0.7276
H 0.4633 2.3460 4.6377
H 0.6523 2.5766 3.0439
O 0.0466 2.5222 3.7936
```

- frontier orbital gap (eV) = 8.902
- largest force on an atom (eV/A) = 2.3


[4]
This record from the Open Molecules 2025 dataset describes a molecular structure, C26H21Cl2F6NO4PdSbTe. The level of theory is wB97M-V/def2-TZVPD.

Structure (XYZ):
```
63
C26H21Cl2F6NO4PdSbTe wB97M-V/def2-TZVPD
Pd 0.1522 1.0260 -0.5227
Cl -3.8912 4.0774 1.0972
C -2.8066 4.4357 -0.1002
C -3.0368 5.3868 -1.0435
C -2.0725 5.6293 -2.0454
Cl -2.4364 6.8133 -3.1479
C -0.8276 4.8982 -2.1733
C 0.0912 5.1161 -3.2070
C 1.2210 4.3266 -3.2584
C 1.3901 3.3305 -2.3073
N 0.5159 3.1138 -1.3183
C -0.5533 3.8938 -1.2452
C -1.5059 3.6439 -0.0961
O -1.2445 2.8879 0.7892
H -3.9529 5.9615 -1.0418
H -0.0836 5.8762 -3.9557
H 1.9574 4.4581 -4.0380
H 2.2478 2.6702 -2.3272
C 0.2006 -5.8614 -2.2670
O 1.5072 -5.3207 -2.5197
C 1.7741 -4.0866 -2.1205
C 3.0194 -3.5665 -2.5121
C 3.3490 -2.2948 -2.1536
C 2.4781 -1.4702 -1.3947
C 2.8789 -0.1527 -1.0407
C 4.1910 0.4145 -1.5060
O 2.1966 0.6039 -0.2898
C 1.2340 -2.0241 -1.0304
O 0.3034 -1.3091 -0.3018
C 0.8944 -3.3177 -1.3517
H 0.1458 -6.7699 -2.8560
H -0.5704 -5.1626 -2.5910
H 0.0882 -6.0959 -1.2085
H 3.6844 -4.1863 -3.0958
H 4.3099 -1.9103 -2.4636
H 5.0265 -0.2300 -1.2362
H 4.3399 1.3893 -1.0500
H 4.1899 0.5050 -2.5944
H -0.0649 -3.6964 -1.0355
C -0.4783 -1.8223 2.5817
Te 0.3506 0.0502 2.0613
C -1.1439 0.8234 3.3348
C -1.2105 -0.2617 4.3862
C -1.6003 0.0081 5.6909
C -1.6511 -1.0211 6.6188
C -1.2986 -2.3131 6.2511
C -0.8957 -2.5849 4.9525
C -0.8643 -1.5608 4.0149
H 0.2730 -2.5960 2.4439
H -1.3069 -1.9837 1.8891
H -2.0498 0.9184 2.7326
H -0.8502 1.7981 3.7164
H -1.8633 1.0166 5.9838
H -1.9531 -0.8112 7.6356
H -1.3261 -3.1103 6.9811
H -0.6164 -3.5911 4.6680
F -0.0489 -0.0751 -2.4159
Sb -1.5631 -1.0239 -1.2932
F -1.7392 -0.2613 0.5488
F -1.9519 -2.6049 -0.3302
F -3.3866 -0.9219 -1.6488
F -1.3148 -2.0893 -2.7958
F -1.8507 1.0149 -1.4466
```

- total charge = +2
- frontier orbital gap (spin up / spin down) (eV) = 3.745 / 3.770
- multiplicity = 2
- expectation value of S² = 0.87
- largest force on an atom (eV/A) = 2.5


[5]
This record from the Open Molecules 2025 dataset describes a gas-phase ion, C2H8FN2O2 (charge +1). The level of theory is wB97M-V/def2-TZVPD.

Structure (XYZ):
```
15
C2H8FN2O2 wB97M-V/def2-TZVPD
C -1.2014 1.4961 -0.1828
C 0.4196 -0.7116 -0.2258
N 1.1162 -1.2523 1.0320
N -0.8292 0.1185 0.3419
O -0.0823 -1.6885 -0.9911
O 1.2558 0.0904 -0.9903
F 1.9022 1.0857 -0.1394
H -1.8125 2.0725 0.6239
H -0.3484 2.1543 -0.3720
H -1.8161 1.4900 -1.0962
H 1.5387 -2.1664 0.9025
H 1.8384 -0.5808 1.2835
H -1.6623 -0.4947 0.3264
H -0.5370 0.2319 1.4111
H 0.2183 -1.8450 -1.9236
```

- total charge = +1
- frontier orbital gap (eV) = 10.434
- largest force on an atom (eV/A) = 3.2
- SMILES string = C[NH2+][C@@](N)(O)OF


[6]
This record from the Open Molecules 2025 dataset describes a single C6H9N molecule. The level of theory is wB97M-V/def2-TZVPD.

Structure (XYZ):
```
16
C6H9N wB97M-V/def2-TZVPD
C 1.6761 0.3006 -0.0630
C -0.5936 1.5568 0.7867
C -0.9869 1.0880 -0.6119
C 0.4334 1.0362 -0.1049
C 2.5412 -0.8964 -0.0275
C -1.5754 -0.3557 -0.5083
N 1.8058 1.5167 -0.4805
H -0.7235 2.5598 1.0316
H -0.8246 1.0981 1.7124
H -1.2300 1.7098 -1.3338
H 1.9262 -1.7194 -0.6767
H 2.5798 -1.1766 1.0780
H 3.4809 -0.7795 -0.3573
H -1.1856 -1.0348 0.1852
H -1.5760 -0.7793 -1.4235
H -2.7061 -0.1976 -0.3679
```

- frontier orbital gap (eV) = 9.966
- largest force on an atom (eV/A) = 8.2
- SMILES string = CC1=N[C@]12C[C@@H]2C


[7]
This record from the Open Molecules 2025 dataset describes a molecular structure, CBiF3NO2S2. The level of theory is wB97M-V/def2-TZVPD.

Structure (XYZ):
```
10
CBiF3NO2S2 wB97M-V/def2-TZVPD
Bi 2.8598 -0.9537 -0.7696
N 1.2732 0.2480 -0.3351
S 2.2617 1.4470 0.5333
S 0.1187 -0.5402 0.3925
O -0.0332 -0.5074 1.8470
O 0.1354 -1.8508 -0.3131
C -1.3873 0.3768 -0.2275
F -2.4813 -0.2469 0.1866
F -1.3685 1.6186 0.2378
F -1.3786 0.4086 -1.5519
```

- total charge = +1
- frontier orbital gap (spin up / spin down) (eV) = 5.634 / 5.627
- largest force on an atom (eV/A) = 6.0


[8]
This record from the Open Molecules 2025 dataset describes a molecular structure, C30H34O2P3PdS2. The level of theory is wB97M-V/def2-TZVPD.

Structure (XYZ):
```
72
C30H34O2P3PdS2 wB97M-V/def2-TZVPD
Pd -0.3136 -1.0323 -0.3786
C 1.5771 0.0017 2.1377
C 2.5179 -0.7236 1.1703
P 1.8668 -0.4528 -0.5419
C 2.7553 -1.6716 -1.5547
C 2.3103 -2.9928 -1.5242
C 2.9743 -3.9613 -2.2568
C 4.0716 -3.6184 -3.0346
C 4.5033 -2.3022 -3.0821
C 3.8489 -1.3293 -2.3437
C 2.5436 1.1441 -1.0720
C 3.6459 1.7414 -0.4645
C 4.1405 2.9433 -0.9438
C 3.5475 3.5510 -2.0406
C 2.4547 2.9567 -2.6527
C 1.9483 1.7631 -2.1682
P -0.1031 -0.6876 1.7931
C -1.3517 0.5423 2.2420
C -2.6277 0.0785 2.5535
C -3.6604 0.9773 2.7570
C -3.4289 2.3402 2.6491
C -2.1607 2.8047 2.3328
C -1.1243 1.9112 2.1264
C -0.2322 -2.0027 3.0301
C -0.0533 -3.3234 2.6380
C -0.0686 -4.3371 3.5849
C -0.2635 -4.0324 4.9209
C -0.4442 -2.7116 5.3165
C -0.4260 -1.6965 4.3765
H 1.5834 1.0768 1.9417
H 1.8441 -0.1551 3.1838
H 2.4454 -1.8058 1.3275
H 3.5662 -0.4551 1.2993
H 1.4222 -3.2535 -0.9574
H 2.6200 -4.9832 -2.2339
H 4.5813 -4.3763 -3.6144
H 5.3492 -2.0285 -3.6988
H 4.1870 -0.3022 -2.3897
H 4.1322 1.2770 0.3820
H 4.9940 3.4023 -0.4620
H 3.9381 4.4864 -2.4188
H 1.9955 3.4248 -3.5131
H 1.0936 1.2936 -2.6382
H -2.8170 -0.9878 2.6091
H -4.6518 0.6105 2.9896
H -4.2397 3.0393 2.8048
H -1.9769 3.8659 2.2326
H -0.1540 2.2943 1.8371
H 0.0740 -3.5591 1.5866
H 0.0620 -5.3641 3.2703
H -0.2825 -4.8237 5.6587
H -0.6027 -2.4740 6.3599
H -0.5777 -0.6694 4.6865
C -2.4686 3.6873 -3.3878
C -1.4014 2.6160 -3.2991
O -1.2885 2.1282 -1.9597
P -1.8825 0.6461 -1.5658
S -1.8265 -2.8449 -0.2065
S -0.8514 -0.7288 -2.7185
O -3.3502 0.6912 -2.3174
C -4.4495 0.9394 -1.4321
C -4.8814 -0.3301 -0.7253
H -2.5231 4.0830 -4.4032
H -2.2365 4.5069 -2.7077
H -3.4421 3.2765 -3.1237
H -0.4255 3.0280 -3.5707
H -1.6227 1.7871 -3.9778
H -5.2520 1.3325 -2.0603
H -4.1725 1.7170 -0.7090
H -5.2242 -1.0689 -1.4489
H -5.6935 -0.1202 -0.0269
H -4.0414 -0.7595 -0.1732
```

- frontier orbital gap (spin up / spin down) (eV) = 7.004 / 6.515
- multiplicity = 2
- expectation value of S² = 0.76
- largest force on an atom (eV/A) = 0.7


[9]
This record from the Open Molecules 2025 dataset describes a molecular structure, C15H31F3InYb. The level of theory is wB97M-V/def2-TZVPD.

Structure (XYZ):
```
51
C15H31F3InYb wB97M-V/def2-TZVPD
C 3.7233 -1.5208 0.5444
C 3.8517 -0.1635 -0.1295
C 3.5114 0.9807 0.8161
C 1.9999 1.1841 0.9595
C 1.5094 2.3110 0.0670
C -0.0156 2.3706 -0.0736
C -0.5343 1.5048 -1.2128
C -2.0254 1.9194 -1.5680
C -3.0792 0.9379 -1.1080
C -3.2582 0.7588 0.3970
C -3.0266 -0.7535 0.6139
C -2.5142 -1.2455 1.9511
C -1.0100 -1.0617 2.1716
C -0.0093 -2.0035 1.4220
In -0.5969 -3.0270 -0.4808
C 0.3119 -1.7762 -2.1973
F -0.5747 -1.1358 -3.0895
F 1.1582 -2.4511 -3.0037
F 1.1014 -0.6802 -1.7850
H 2.7013 -1.7178 0.8533
H 4.3738 -1.5676 1.4100
H 4.0073 -2.3209 -0.1289
H 4.8832 -0.0527 -0.4490
H 3.1976 -0.1284 -0.9963
H 3.9512 0.8056 1.7901
H 3.9365 1.8961 0.4095
H 1.4806 0.2877 0.6483
H 1.7169 1.4125 1.9814
H 1.8851 3.2684 0.4087
H 1.9402 2.1323 -0.9244
H -0.3301 3.4008 -0.2295
H -0.4969 2.0341 0.8395
H -0.4375 0.4447 -1.0398
H 0.1446 1.7559 -2.0713
H -2.2170 2.9220 -1.1923
H -2.1712 1.9300 -2.6806
H -4.0144 1.2458 -1.5676
H -2.8286 -0.0210 -1.5499
H -2.5857 1.3738 0.9878
H -4.2704 1.0346 0.6648
H -3.9547 -1.2779 0.4180
H -2.3047 -1.0369 -0.1332
H -3.0231 -0.6879 2.7397
H -2.8158 -2.2775 2.0834
H -0.7448 -0.0326 1.9135
H -0.8670 -1.1551 3.2458
H 0.8084 -1.3673 1.1151
H 0.4159 -2.7330 2.0975
H 0.1482 -4.6229 -0.5521
H -2.3242 -3.1925 -0.7853
Yb -0.7277 2.0990 -3.6002
```

- total charge = +1
- frontier orbital gap (eV) = 3.212
- largest force on an atom (eV/A) = 5.0


[10]
This record from the Open Molecules 2025 dataset describes 4 unconnected molecules or ions with the total composition C22H41NO8S2. The level of theory is wB97M-V/def2-TZVPD.

Structure (XYZ):
```
74
C22H41NO8S2 wB97M-V/def2-TZVPD
C 5.8003 0.5484 2.6374
S 4.4049 0.3910 1.5143
O 4.6733 1.0019 0.2303
O 4.1375 -1.0240 1.3888
C 2.8977 1.1489 2.1520
C 2.4469 2.3192 1.7279
C 1.1325 2.8856 2.2785
O 0.8448 4.0211 2.0732
C 0.1729 1.9771 3.0524
S -1.5006 2.5162 3.3715
C 0.6251 0.7884 3.4669
C -0.2082 -0.2630 4.2149
C -0.4138 -1.4591 3.2128
C -1.4229 -1.1432 2.0983
N -2.1736 -2.2541 1.6091
O -1.5894 -0.0694 1.5973
C 2.0738 0.4151 3.1945
O 2.5355 -0.4981 3.8078
H 5.5639 0.2986 3.6840
H 6.5334 -0.2071 2.2918
H 6.3130 1.5226 2.5356
H 3.0001 2.8694 0.9551
H -1.4378 3.8002 3.8175
H 0.3430 -0.6511 5.0902
H -1.1743 0.1432 4.5486
H 0.5518 -1.6828 2.7151
H -0.6737 -2.3688 3.7832
H -2.3113 -2.8544 2.4213
H -3.0648 -1.8530 1.3093
C -0.3076 -4.4429 -0.4471
C 0.3527 -5.7501 -0.8502
O -0.1677 -6.8840 -0.1752
C -1.5478 -7.1445 -0.3604
C -1.9364 -7.3852 -1.8093
H -0.2125 -4.2829 0.6284
H 0.1578 -3.6051 -0.9693
H -1.3724 -4.4331 -0.6840
H 1.4129 -5.7044 -0.5975
H 0.3001 -5.8967 -1.9346
H -2.1475 -6.3378 0.0764
H -1.7694 -8.0417 0.2202
H -1.7419 -6.5132 -2.4355
H -3.0000 -7.6184 -1.8821
H -1.3663 -8.2193 -2.2231
C -7.0441 -0.5877 -2.2188
C -6.0412 0.1295 -1.3307
O -4.9496 -0.6814 -0.9320
C -4.1433 -1.2068 -1.9752
C -3.4967 -0.1388 -2.8396
H -7.4338 -1.4748 -1.7147
H -7.8776 0.0738 -2.4606
H -6.5963 -0.9163 -3.1577
H -6.5412 0.4405 -0.4122
H -5.6787 1.0447 -1.8104
H -4.7233 -1.9087 -2.5847
H -3.3587 -1.7931 -1.4928
H -4.2375 0.4758 -3.3537
H -2.8605 -0.5993 -3.5971
H -2.8861 0.5275 -2.2273
C 4.6863 6.1806 -3.5222
C 4.8469 5.8719 -2.0432
O 4.0226 6.6610 -1.2022
C 2.6243 6.5471 -1.4082
C 2.0904 5.1395 -1.2096
H 4.8963 7.2346 -3.7166
H 5.3714 5.5707 -4.1134
H 3.6733 5.9794 -3.8736
H 5.8755 6.0837 -1.7470
H 4.6818 4.8070 -1.8464
H 2.3548 6.9317 -2.3981
H 2.1532 7.2112 -0.6817
H 2.5256 4.4330 -1.9189
H 1.0077 5.1221 -1.3422
H 2.3242 4.7822 -0.2054
```

- frontier orbital gap (eV) = 7.785
- largest force on an atom (eV/A) = 2.7
- SMILES string = CS(=O)(=O)C1=CC(=O)C(S)=C(CCC(N)=O)C1=O.CCOCC.CCOCC.CCOCC


[11]
This record from the Open Molecules 2025 dataset describes a gas-phase ion, C3H3N2O2 (charge -1). The level of theory is wB97M-V/def2-TZVPD.

Structure (XYZ):
```
10
C3H3N2O2 wB97M-V/def2-TZVPD
C 0.7592 1.0431 -0.1501
C -0.4156 -1.2662 0.5552
C 0.4880 0.1439 -1.2363
N 0.0142 1.0743 0.9914
N -0.7536 -0.0678 1.1203
O 1.2560 -0.1738 -2.1967
O -0.9715 -2.3996 0.6635
H 1.4943 1.7766 -0.3452
H -0.5567 0.0032 -1.2784
H -1.3144 -0.1336 1.8762
```

- total charge = -1
- frontier orbital gap (spin up / spin down) (eV) = 6.793 / 6.783
- largest force on an atom (eV/A) = 4.1


[12]
This record from the Open Molecules 2025 dataset describes 2 unconnected molecules or ions with the total composition C2H7N2OS. The level of theory is wB97M-V/def2-TZVPD.

Structure (XYZ):
```
13
C2H7N2OS wB97M-V/def2-TZVPD
C -1.0429 -0.0373 0.4314
C 0.6415 -1.5590 -0.5395
N -1.2904 2.1685 -0.3530
N 0.2019 -0.3080 0.1370
O -1.9445 0.0757 1.3083
S -2.3387 -1.0109 -0.1424
H 0.9454 -2.1841 0.3427
H -0.0367 -2.0503 -1.2257
H 1.5120 -1.1951 -1.0354
H -2.1406 1.5999 -0.8344
H -1.5434 2.7980 0.4697
H -1.0380 2.6846 -1.4238
H 0.9772 -0.1765 0.8379
```

- total charge = +1
- frontier orbital gap (eV) = 8.586
- largest force on an atom (eV/A) = 5.1


The lowest largest force on an atom belongs to which entry?
C30H34O2P3PdS2


The lowest largest force on an atom belongs to which entry?
C30H34O2P3PdS2